Entry 1:
Below is a single C24H22N4O5 molecule, with properties calculated with wB97M-V/def2-TZVPD.

Computed properties:
HOMO level (eV): -8.551
E_LUMO (Eh): -0.0051
Energy above the lowest of the compared OMol25 structures with the same formula, charge and spin (kJ/mol): 0.0
Structure (SMILES): COc1ccc([N+](=O)[O-])cc1/C=N/NC(=O)CNC(=O)C(c1ccccc1)c1ccccc1
E (eV): -41440.260

Last column: natural (NBO) charge in e.
Positions of all 55 atoms, in Å:
C (5.6245, -3.6005, -0.0270)  -0.255
O (4.6339, -2.6308, 0.2313)  -0.499
C (4.9255, -1.3257, 0.0889)  0.438
C (6.1739, -0.8414, -0.3083)  -0.338
C (6.3949, 0.5137, -0.4316)  -0.138
C (5.3646, 1.4077, -0.1575)  -0.029
N (5.5977, 2.8171, -0.2917)  0.532
O (4.6735, 3.5697, -0.0656)  -0.378
O (6.7096, 3.1753, -0.6268)  -0.390
C (4.1175, 0.9488, 0.2407)  -0.120
C (3.8792, -0.4120, 0.3692)  -0.167
C (2.5795, -0.9111, 0.7835)  0.038
N (1.6672, -0.0706, 1.0813)  -0.239
N (0.4261, -0.4188, 1.4723)  -0.454
C (-0.1549, -1.6469, 1.5452)  0.641
O (0.3804, -2.7033, 1.2923)  -0.599
C (-1.6292, -1.5484, 1.9736)  -0.314
N (-2.4424, -0.9112, 0.9609)  -0.615
C (-2.5131, 0.4299, 0.8413)  0.718
O (-1.9001, 1.1799, 1.5801)  -0.648
C (-3.4606, 0.9324, -0.2447)  -0.401
C (-4.8539, 0.8369, 0.3352)  0.075
C (-5.4679, 1.9754, 0.8412)  -0.218
C (-6.7250, 1.9034, 1.4153)  -0.204
C (-7.3847, 0.6895, 1.4938)  -0.214
C (-6.7795, -0.4513, 0.9945)  -0.194
C (-5.5219, -0.3797, 0.4231)  -0.247
C (-3.2635, 0.2200, -1.5631)  0.043
C (-4.3261, -0.0039, -2.4294)  -0.228
C (-4.1202, -0.6291, -3.6471)  -0.205
C (-2.8496, -1.0318, -4.0195)  -0.210
C (-1.7804, -0.7906, -3.1735)  -0.204
C (-1.9851, -0.1652, -1.9569)  -0.231
H (5.1440, -4.5603, 0.1548)  0.208
H (5.9666, -3.5574, -1.0651)  0.181
H (6.4788, -3.4896, 0.6472)  0.182
H (6.9811, -1.5224, -0.5238)  0.226
H (7.3567, 0.8944, -0.7391)  0.248
H (3.3221, 1.6451, 0.4545)  0.266
H (2.4608, -1.9893, 0.8168)  0.224
H (-0.1565, 0.3955, 1.6865)  0.435
H (-2.0054, -2.5553, 2.1558)  0.232
H (-1.6974, -0.9534, 2.8894)  0.233
H (-2.8482, -1.4931, 0.2459)  0.413
H (-3.2188, 1.9928, -0.3878)  0.250
H (-4.9566, 2.9253, 0.7874)  0.216
H (-7.1890, 2.7983, 1.8023)  0.216
H (-8.3654, 0.6313, 1.9415)  0.216
H (-7.2876, -1.4028, 1.0510)  0.214
H (-5.0699, -1.2782, 0.0277)  0.208
H (-5.3197, 0.3162, -2.1526)  0.223
H (-4.9573, -0.7985, -4.3081)  0.216
H (-2.6911, -1.5221, -4.9682)  0.216
H (-0.7824, -1.0861, -3.4609)  0.218
H (-1.1405, 0.0354, -1.3123)  0.217

***

Entry 2:
Below is 2 unconnected molecules or ions with the total composition C5H14, with properties calculated with wB97M-V/def2-TZVPD.

Computed properties:
HOMO level (eV): -11.236
E_LUMO (Eh): 0.0409
Energy above the lowest of the compared OMol25 structures with the same formula, charge and spin (kJ/mol): 23.3
Structure (SMILES): CCC.CC
E (eV): -5411.808

Last column: natural (NBO) charge in e.
Positions of all 19 atoms, in Å:
C (1.2187, -1.3462, -1.6035)  -0.602
C (1.0550, -1.3970, -0.0687)  -0.395
C (2.2794, -0.8586, 0.6455)  -0.611
H (2.1195, -1.8933, -1.8910)  0.194
H (0.4237, -1.8346, -2.1114)  0.207
H (1.4161, -0.3106, -1.8889)  0.199
H (0.1932, -0.7835, 0.1778)  0.198
H (0.7842, -2.4323, 0.1493)  0.194
H (2.4125, 0.2208, 0.5149)  0.203
H (2.1651, -1.0690, 1.7099)  0.211
H (3.2126, -1.2408, 0.2272)  0.202
C (-1.5180, 1.4158, 0.4575)  -0.605
C (-2.9431, 2.0005, 0.5376)  -0.599
H (-1.3764, 0.8899, -0.4853)  0.200
H (-0.7801, 2.2089, 0.5486)  0.204
H (-1.4652, 0.7086, 1.2692)  0.202
H (-3.1179, 2.7884, -0.1619)  0.199
H (-3.7057, 1.2458, 0.3519)  0.200
H (-3.0636, 2.4042, 1.5423)  0.199

***

Entry 3:
Below is a molecular structure, O28S7Zr3, with properties calculated with wB97M-V/def2-TZVPD.

Computed properties:
HOMO level (eV): -2.541
Charge: -2
E_LUMO (Eh): 0.0055
E (eV): -137009.354

Last column: Mulliken charge in e.
Positions of all 38 atoms, in Å:
Zr (-0.8070, 0.9791, -1.8896)  2.084
Zr (0.6705, -3.5553, 0.4721)  2.410
Zr (2.6855, 1.0171, 2.0655)  0.800
S (-2.1974, -1.8994, -0.3781)  1.120
O (-3.3857, -1.3461, 0.2558)  -0.604
O (-1.5772, -0.8913, -1.2062)  -0.500
O (-1.1455, -2.4679, 0.4012)  -0.373
O (-2.6242, -2.8528, -1.4089)  -0.704
S (1.7554, -2.2758, 2.8482)  0.956
O (2.4357, -2.6533, 4.0642)  -0.564
O (1.9843, -0.8266, 2.5745)  -0.441
O (2.2299, -2.8543, 1.6097)  -0.712
O (0.4884, -2.7798, 2.4093)  -0.612
S (1.4296, -0.3930, -0.7202)  0.705
O (1.3048, -1.7658, -0.3346)  -0.160
O (0.3140, 0.3214, -0.2153)  -0.319
O (2.3785, 0.3450, 0.1234)  -0.465
O (0.8540, -0.0527, -2.0705)  -0.598
S (-0.3647, 3.6947, -1.8321)  1.124
O (0.6422, 4.7961, -2.2331)  -0.608
O (-1.2058, 2.9494, -2.6703)  -0.680
O (0.3979, 2.6324, -1.3963)  -0.327
O (-0.9517, 4.2568, -0.6406)  -0.448
S (-2.6208, 1.8391, 1.0222)  1.095
O (-2.2704, 3.1213, 1.7024)  -0.525
O (-2.8799, 0.6125, 1.8150)  -0.411
O (-4.0449, 1.7677, 0.7228)  -0.527
O (-1.8897, 1.7922, -0.2410)  -0.362
S (-0.4135, -4.8755, -1.9807)  1.119
O (0.2639, -6.1905, -2.1205)  -0.687
O (-0.7657, -4.8037, -0.5397)  -0.694
O (0.5724, -4.0112, -1.5241)  -0.601
O (-1.4282, -4.4226, -2.9277)  -0.501
S (2.0896, 4.1915, 0.8416)  1.001
O (2.2732, 2.8026, 1.0998)  -0.466
O (2.8254, 4.8753, 1.8089)  -0.628
O (2.3578, 4.5528, -0.5313)  -0.520
O (0.6196, 4.3704, 1.0239)  -0.380

***

Entry 4:
Below is a molecular structure, C46H47ClLaN7OTe, with properties calculated with wB97M-V/def2-TZVPD.

Computed properties:
HOMO level (alpha / beta) (eV): -7.450 / -10.943
Charge: +1
E_LUMO (alpha / beta) (Eh): -0.0982 / -0.0990
Spin multiplicity: 2
Energy above the lowest of the compared OMol25 structures with the same formula, charge and spin (kJ/mol): 109.5
E (eV): -81614.024

Last column: Mulliken charge in e.
Positions of all 104 atoms, in Å:
La (-0.0035, 0.6308, 0.2712)  0.909
C (2.3754, -3.6706, 0.6388)  -0.735
C (2.0187, -2.4142, 0.2266)  -0.411
N (1.3428, -1.5639, 1.0136)  0.584
C (1.0999, -1.9780, 2.2747)  0.270
C (1.3616, -3.3158, 2.6364)  -0.449
N (1.9943, -4.1539, 1.8398)  -0.632
C (0.6165, -0.9997, 3.2251)  0.042
C (0.9525, -1.1040, 4.5544)  -0.859
C (0.6432, -0.0870, 5.4645)  0.197
C (-0.0639, 1.0274, 4.9495)  -0.610
C (-0.3955, 1.0823, 3.6278)  0.041
N (-0.0411, 0.1109, 2.7039)  0.140
C (-1.0593, 2.2675, 3.0909)  0.350
C (-1.9397, 3.0325, 3.8856)  -0.845
N (-2.4863, 4.1550, 3.4719)  -0.621
C (-2.1690, 4.5409, 2.2235)  -0.766
C (-1.3773, 3.7676, 1.4190)  -0.039
N (-0.8222, 2.6146, 1.8231)  0.283
C (1.0738, -0.1622, 6.8775)  0.646
C (0.3468, 0.4469, 7.8950)  -0.599
C (0.7856, 0.3509, 9.2045)  -0.351
N (1.8920, -0.3037, 9.5775)  -0.629
C (2.5872, -0.8891, 8.5947)  -0.382
C (2.2256, -0.8453, 7.2576)  -0.528
H (2.9385, -4.3266, -0.0156)  0.410
H (2.2589, -2.0720, -0.7741)  0.470
H (1.0294, -3.6907, 3.5991)  0.526
H (1.4890, -1.9820, 4.8940)  0.459
H (-0.2991, 1.8659, 5.5933)  0.789
H (-2.2025, 2.6831, 4.8782)  0.583
H (-2.5843, 5.4730, 1.8609)  0.449
H (-1.1747, 4.0860, 0.4043)  0.318
H (-0.5783, 0.9719, 7.6834)  0.427
H (0.2136, 0.8209, 9.9990)  0.367
H (3.4896, -1.4164, 8.8922)  0.364
H (2.8631, -1.3199, 6.5197)  0.417
C (-2.4094, -3.1515, 1.0980)  -1.743
C (-1.5873, -2.9474, -0.1536)  0.359
C (-1.6269, -1.7422, -0.8598)  -0.754
C (-0.8612, -1.5534, -2.0055)  -0.457
C (-0.0693, -2.5820, -2.4968)  -0.595
C (-0.0540, -3.7972, -1.8274)  -0.821
C (-0.7938, -3.9704, -0.6625)  -0.291
H (-2.5163, -2.2285, 1.6693)  0.265
H (-1.9534, -3.8993, 1.7475)  0.387
H (-3.4154, -3.4985, 0.8501)  0.437
H (-2.3310, -0.9734, -0.5545)  0.947
H (-0.9400, -0.6197, -2.5521)  0.788
H (0.5159, -2.4367, -3.3978)  0.612
H (0.5502, -4.6160, -2.2043)  0.427
H (-0.7509, -4.9194, -0.1358)  0.414
Cl (2.1879, 2.5488, 0.8282)  -0.180
C (2.3548, 1.1422, -0.3803)  -1.221
H (3.0921, 0.4956, 0.0864)  0.700
H (2.8496, 1.5651, -1.2505)  0.512
C (-3.0563, 3.3038, -1.6013)  -1.223
C (-2.1303, 2.2236, -1.1288)  0.617
O (-2.5328, 1.3893, -0.2968)  -0.548
N (-0.8588, 2.0593, -1.6049)  0.664
Te (0.5401, 3.2783, -2.2297)  0.138
C (0.0848, 5.2028, -2.9846)  0.730
C (-0.3158, 5.4979, -4.2994)  1.180
C (-0.9648, 4.5284, -5.2493)  -1.305
C (-0.1560, 6.8072, -4.7423)  -0.834
C (0.3643, 7.8110, -3.9407)  0.477
C (0.5379, 9.2138, -4.4669)  -1.610
C (0.7050, 7.4927, -2.6294)  -0.848
C (0.5796, 6.2073, -2.1229)  0.567
C (0.9475, 5.9806, -0.6695)  -1.669
C (1.1207, 2.1633, -3.9149)  0.579
C (2.4988, 2.2290, -4.1604)  0.302
C (3.4546, 3.2318, -3.5350)  -1.962
C (3.0444, 1.3396, -5.0816)  -0.854
C (2.2711, 0.4063, -5.7492)  0.532
C (2.8854, -0.5524, -6.7388)  -1.565
C (0.8996, 0.4031, -5.5125)  -0.746
C (0.2824, 1.2701, -4.6204)  1.142
C (-1.2368, 1.2227, -4.6279)  -1.855
H (-3.5788, 3.7408, -0.7503)  0.426
H (-3.8120, 2.8357, -2.2380)  0.347
H (-2.5543, 4.0849, -2.1719)  0.125
H (-1.6828, 3.8937, -4.7397)  0.086
H (-0.2340, 3.8863, -5.7443)  0.245
H (-1.5024, 5.0751, -6.0234)  0.505
H (-0.4713, 7.0465, -5.7546)  0.372
H (0.2148, 9.2969, -5.5045)  0.358
H (1.5836, 9.5222, -4.4132)  0.353
H (-0.0390, 9.9274, -3.8742)  0.367
H (1.0778, 8.2742, -1.9727)  0.424
H (1.2867, 6.9120, -0.2199)  0.461
H (1.7452, 5.2507, -0.5240)  0.350
H (0.0847, 5.6433, -0.0909)  0.227
H (3.0880, 3.7677, -2.6590)  0.271
H (3.7124, 3.9980, -4.2696)  0.396
H (4.3782, 2.7440, -3.2252)  0.489
H (4.1145, 1.3784, -5.2745)  0.443
H (3.9732, -0.5454, -6.6751)  0.378
H (2.6094, -0.2874, -7.7628)  0.322
H (2.5381, -1.5733, -6.5646)  0.356
H (0.2679, -0.2871, -6.0683)  0.499
H (-1.6026, 0.2116, -4.4415)  0.608
H (-1.5885, 1.4997, -5.6246)  0.512
H (-1.7126, 1.8781, -3.9178)  -0.201

***

Entry 5:
Below is 5 unconnected molecules or ions with the total composition C36H46F32N2O6P, with properties calculated with wB97M-V/def2-TZVPD.

Computed properties:
HOMO level (eV): -10.789
Charge: +1
E_LUMO (Eh): -0.1048
E (eV): -149587.346

Last column: Mulliken charge in e.
Positions of all 123 atoms, in Å:
C (-1.7533, 8.3355, 2.3374)  -1.163
C (-1.3835, 7.1026, 3.1854)  -0.199
C (-0.6200, 6.0005, 2.3890)  -1.272
C (-1.3823, 4.7227, 2.3404)  0.308
N (-2.0531, 4.2488, 1.3001)  0.074
C (-2.6795, 3.0557, 1.6145)  -0.400
C (-3.5399, 2.2799, 0.6704)  -0.205
C (-4.7899, 1.7709, 1.3891)  -1.740
C (-5.8053, 2.8940, 1.6993)  1.823
C (-6.6045, 3.1829, 0.4169)  -1.871
C (-6.6400, 2.4198, 2.9147)  -1.129
C (-8.0736, 2.9322, 3.1303)  -0.859
C (-8.1204, 4.1861, 3.9849)  -0.903
C (-7.7753, 5.4352, 3.6508)  1.102
C (-7.7030, 5.9592, 2.2451)  -1.210
C (-7.4845, 6.4450, 4.7407)  -1.320
C (-2.3548, 2.8095, 2.8906)  -0.272
N (-1.5561, 3.8618, 3.3467)  0.651
P (-0.9003, 4.0643, 4.9958)  0.092
O (-1.4941, 2.7190, 5.7157)  -0.466
O (0.6164, 3.6034, 4.7164)  -0.431
H (-1.3389, 8.2598, 1.3326)  0.302
H (-2.8355, 8.4021, 2.2187)  0.299
H (-1.4264, 9.2591, 2.8073)  0.308
H (-0.7688, 7.3834, 4.0383)  0.451
H (-2.2920, 6.6583, 3.5933)  0.264
H (0.3638, 5.7989, 2.8151)  0.340
H (-0.4568, 6.3168, 1.3580)  0.514
H (-2.1194, 4.7072, 0.4036)  0.307
H (-2.9737, 1.4604, 0.2288)  0.032
H (-3.8387, 2.9495, -0.1412)  0.289
H (-4.5301, 1.2226, 2.2975)  0.412
H (-5.2925, 1.0466, 0.7415)  0.606
H (-5.2278, 3.7848, 1.9747)  0.199
H (-7.5313, 2.6126, 0.3789)  0.336
H (-6.8050, 4.2418, 0.2857)  0.291
H (-6.0241, 2.8806, -0.4597)  0.447
H (-6.0901, 2.7220, 3.8133)  0.153
H (-6.6384, 1.3273, 2.9024)  0.580
H (-8.5956, 2.1586, 3.6972)  0.367
H (-8.6473, 3.0517, 2.2082)  0.424
H (-8.4962, 4.0480, 4.9971)  0.305
H (-8.3861, 6.8089, 2.1675)  0.539
H (-8.0438, 5.2137, 1.5331)  0.243
H (-6.6999, 6.3100, 1.9834)  0.168
H (-6.4307, 6.3999, 5.0169)  0.201
H (-8.1042, 6.2397, 5.6162)  0.395
H (-7.7328, 7.4592, 4.4188)  0.366
H (-2.6126, 1.9871, 3.5195)  0.540
H (-2.4643, 2.7588, 5.6956)  0.322
H (1.1208, 3.7422, 5.5335)  0.342
C (-0.6857, 0.2131, -3.0820)  -0.930
C (-2.2107, 0.2936, -2.9144)  0.906
C (-2.9170, -0.8679, -2.2063)  0.172
F (-2.7744, -2.0117, -2.8914)  -0.245
F (-4.2365, -0.5766, -2.1245)  -0.256
F (-2.7920, 0.5382, -4.0995)  -0.265
F (-2.4543, 1.3862, -2.1117)  -0.237
O (-0.1945, -0.1997, -4.3375)  -0.398
C (0.0024, -1.5196, -4.6497)  0.706
C (-0.8675, -1.9679, -5.8315)  0.228
F (-2.1697, -1.8009, -5.5341)  -0.231
F (-0.6379, -3.2767, -6.0565)  -0.247
F (-0.1564, -2.3167, -3.5798)  -0.291
F (1.2903, -1.6465, -5.0538)  -0.283
H (-0.3474, 1.2450, -2.9947)  0.466
H (-0.2247, -0.3366, -2.2600)  0.344
H (-2.5248, -0.9983, -1.1926)  0.270
H (-0.6178, -1.3885, -6.7225)  0.269
C (6.3596, -1.1874, -5.3282)  -0.751
C (5.3791, -0.5872, -6.3464)  0.813
C (4.0568, -1.3215, -6.5803)  0.369
F (4.2687, -2.5546, -7.0791)  -0.233
F (3.3249, -0.6248, -7.4800)  -0.284
F (6.0057, -0.3820, -7.5212)  -0.275
F (5.0240, 0.6360, -5.8484)  -0.329
O (7.4364, -1.9545, -5.8297)  -0.375
C (7.3324, -3.2960, -6.0631)  0.839
C (7.5593, -3.6474, -7.5386)  0.192
F (6.6503, -3.0299, -8.3124)  -0.223
F (7.4158, -4.9838, -7.6846)  -0.248
F (6.1723, -3.8027, -5.6042)  -0.288
F (8.3262, -3.9054, -5.3699)  -0.346
H (6.8423, -0.3228, -4.8754)  0.440
H (5.8317, -1.7048, -4.5262)  0.343
H (3.4870, -1.3998, -5.6535)  0.134
H (8.5636, -3.3493, -7.8448)  0.262
C (0.5311, -1.3744, 4.3346)  -0.891
C (-0.8517, -0.9133, 3.8522)  0.939
C (-1.7998, -0.3030, 4.8831)  0.167
F (-2.1417, -1.1814, 5.8345)  -0.223
F (-2.9565, 0.0710, 4.2514)  -0.276
F (-1.4694, -1.9069, 3.1876)  -0.287
F (-0.6289, 0.1030, 2.9519)  -0.293
O (0.7044, -2.7493, 4.5817)  -0.403
C (0.4211, -3.3124, 5.8021)  0.804
C (-0.6861, -4.3694, 5.6977)  0.187
F (-1.8155, -3.8114, 5.2150)  -0.214
F (-0.9376, -4.8510, 6.9305)  -0.250
F (0.1266, -2.3796, 6.7273)  -0.289
F (1.5309, -3.9534, 6.2160)  -0.294
H (1.1920, -1.1695, 3.4930)  0.457
H (0.8859, -0.7609, 5.1642)  0.352
H (-1.3605, 0.5848, 5.3452)  0.282
H (-0.3705, -5.1809, 5.0397)  0.263
C (8.2783, -6.2391, -3.0387)  -0.701
C (9.5238, -7.1059, -3.2689)  0.944
C (9.3441, -8.4334, -4.0107)  0.063
F (8.5361, -9.2636, -3.3226)  -0.225
F (10.5524, -9.0245, -4.1328)  -0.265
F (10.1600, -7.3171, -2.0980)  -0.285
F (10.3545, -6.3630, -4.0579)  -0.314
O (7.6642, -6.3008, -1.7634)  -0.418
C (6.7100, -7.2255, -1.4514)  0.798
C (7.1543, -8.1426, -0.3042)  0.191
F (8.2711, -8.8109, -0.6400)  -0.218
F (6.1717, -9.0391, -0.0625)  -0.257
F (6.3110, -7.9332, -2.5210)  -0.283
F (5.6266, -6.5467, -0.9950)  -0.311
H (8.6410, -5.2152, -3.1018)  0.355
H (7.5547, -6.3553, -3.8462)  0.388
H (8.9304, -8.2649, -5.0087)  0.299
H (7.3400, -7.5523, 0.5952)  0.239